Entry 1:
{"formula": "C5H8N2O", "method": "ωB97M-V/def2-TZVPD", "total_energy_ev": -10341.4978, "e_homo_ev": -9.68, "smiles": "CC(=O)[C@@H](N)CC#N", "de_lowest_kcal_mol": 28.3, "orbital_gap_ev": 10.233, "spin_multiplicity": 1, "symbols": ["C", "C", "O", "C", "N", "C", "C", "N", "H", "H", "H", "H", "H", "H", "H", "H"], "coordinates": [[-0.41761, 1.55060, 1.09304], [-0.50415, 1.02329, -0.31488], [-1.28168, 1.47145, -1.14357], [0.51645, -0.14894, -0.76175], [1.72292, -0.19938, 0.05572], [-0.31844, -1.39442, -0.76746], [-1.26516, -1.51774, 0.51323], [-1.89902, -1.85133, 1.42580], [-1.22807, 1.13689, 1.69461], [0.52690, 1.33921, 1.59123], [-0.52225, 2.63926, 1.05325], [0.79757, 0.12917, -1.78200], [2.33372, 0.58841, -0.15576], [2.25154, -1.05440, -0.10668], [0.28301, -2.30729, -0.76968], [-0.99575, -1.40477, -1.62509]], "forces_ev_per_angstrom": [[0.13, 0.43, 0.08], [0.52, 0.12, -1.13], [0.95, -0.81, 1.02], [-0.34, 2.09, 0.05], [-0.19, -0.28, 0.31], [-1.72, -0.74, 1.97], [1.06, -0.95, -0.91], [0.69, 0.76, -1.12], [-0.02, 0.01, -0.05], [-0.06, -0.31, -0.15], [-0.25, -0.16, -0.04], [-0.45, -0.22, -0.21], [-0.21, -0.28, 0.05], [-0.16, 0.23, 0.00], [-0.10, 0.06, -0.01], [0.15, 0.06, 0.14]], "lowdin_charge": [-0.018, -0.387, 0.075, -0.356, 0.038, -0.098, -0.169, 0.131, 0.086, 0.068, 0.090, 0.138, 0.089, 0.079, 0.114, 0.120]}

***

Entry 2:
{"formula": "C2H4ClF", "method": "ωB97M-V/def2-TZVPD", "total_energy_ev": -17378.1568, "e_homo_ev": -10.88, "smiles": "C[C@@H](F)Cl", "de_lowest_kcal_mol": 17.6, "orbital_gap_ev": 11.924, "spin_multiplicity": 1, "symbols": ["C", "C", "F", "Cl", "H", "H", "H", "H"], "coordinates": [[-0.01608, -0.85964, 0.07522], [0.02651, 0.80171, 0.12421], [1.27110, 1.25887, 0.47327], [-0.42987, 1.44803, -1.53032], [-0.66475, -1.28653, 0.82056], [1.07644, -1.19812, 0.13388], [-0.45629, -1.15986, -0.95338], [-0.80707, 0.99553, 0.85654]], "forces_ev_per_angstrom": [[1.49, 1.67, -2.65], [-1.28, -3.14, -0.15], [-1.16, -0.15, -0.05], [0.37, -0.14, 1.24], [0.09, 0.07, 0.56], [-1.71, 0.22, 0.05], [0.91, 0.45, 1.71], [1.28, 1.02, -0.71]], "lowdin_charge": [-0.090, -0.697, -0.057, 0.541, 0.041, 0.088, 0.069, 0.105]}

***

Entry 3:
{"formula": "C30H38N6O2P2W", "method": "ωB97M-V/def2-TZVPD", "charge": 2, "total_energy_ev": -65154.0668, "e_homo_ev": [-13.36, -13.68], "de_lowest_kcal_mol": 0.0, "orbital_gap_ev": [6.556, 6.541], "spin_multiplicity": 3, "symbols": ["W", "O", "C", "C", "C", "C", "C", "C", "C", "N", "N", "C", "O", "C", "C", "C", "C", "C", "C", "H", "H", "H", "H", "H", "H", "H", "H", "H", "H", "C", "P", "C", "C", "C", "C", "C", "C", "C", "P", "C", "C", "H", "H", "H", "H", "H", "H", "H", "H", "H", "H", "H", "H", "H", "H", "H", "H", "C", "N", "C", "N", "C", "N", "C", "N", "C", "C", "H", "H", "H", "H", "H", "H", "H", "H", "H", "H", "H", "H"], "coordinates": [[-0.19579, 0.34648, 0.36454], [-1.55148, 1.49638, 1.08939], [-2.85551, 1.76888, 0.93024], [-3.42241, 2.85241, 1.58610], [-4.77055, 3.11884, 1.41462], [-5.56738, 2.31218, 0.60275], [-5.00739, 1.23059, -0.03710], [-3.63926, 0.93623, 0.10694], [-3.10523, -0.20641, -0.56905], [-1.85345, -0.56389, -0.60935], [-1.60714, -1.75208, -1.28288], [-0.33610, -1.98454, -1.33682], [0.51653, -1.09681, -0.83361], [0.19714, -3.23466, -1.88146], [-0.65755, -4.17077, -2.46577], [-0.14082, -5.35428, -2.95947], [1.22254, -5.61130, -2.87378], [2.07484, -4.68275, -2.29237], [1.56516, -3.49461, -1.79749], [-2.80601, 3.47275, 2.22297], [-5.20869, 3.96648, 1.92426], [-6.61786, 2.53326, 0.48129], [-5.61657, 0.59273, -0.66535], [-3.79507, -0.84900, -1.10873], [-1.71614, -3.96106, -2.53225], [-0.79960, -6.07949, -3.41679], [1.62107, -6.53800, -3.26408], [3.13522, -4.88549, -2.22938], [2.22404, -2.76759, -1.34250], [-1.59837, -2.74159, 1.87719], [-0.52489, -1.32338, 2.22789], [-1.23720, -0.54691, 3.70542], [1.07091, -1.99024, 2.76075], [1.14192, -3.12242, 3.56871], [2.36518, -3.57032, 4.04006], [3.52817, -2.88323, 3.71984], [3.46913, -1.75988, 2.91207], [2.24493, -1.31080, 2.42001], [2.19475, 0.15165, 1.34714], [3.49449, -0.10784, 0.09868], [2.75885, 1.54384, 2.37087], [-1.15724, -3.36598, 1.10074], [-2.56429, -2.37724, 1.52731], [-1.76037, -3.33720, 2.77541], [-2.25402, -0.21737, 3.48693], [-0.64464, 0.32201, 3.99282], [-1.25683, -1.25272, 4.53614], [0.24284, -3.66294, 3.83555], [2.41157, -4.45392, 4.66174], [4.48235, -3.22581, 4.09604], [4.38752, -1.23912, 2.66863], [3.06457, -0.57707, -0.78481], [4.26988, -0.75985, 0.49791], [3.95049, 0.84258, -0.17534], [2.87382, 2.43530, 1.75316], [3.71992, 1.30920, 2.82961], [2.03635, 1.74793, 3.16115], [1.46957, 1.84309, -1.91746], [1.63540, 2.87080, -2.90819], [1.64374, 4.17739, -2.24444], [0.38957, 4.40608, -1.52209], [0.21333, 3.38541, -0.52744], [0.18451, 1.99984, -1.13850], [-0.93729, 2.00702, -2.16723], [-0.75860, 3.03972, -3.14781], [0.51115, 2.82638, -3.84795], [-0.72067, 4.34251, -2.47780], [2.29189, 1.90079, -1.20278], [1.45974, 0.85677, -2.38520], [1.77379, 4.95892, -2.99126], [2.48008, 4.22330, -1.54423], [-0.72545, 3.53853, 0.00446], [1.04082, 3.41686, 0.18828], [-1.87648, 2.16505, -1.63333], [-0.94742, 1.02870, -2.65210], [0.64171, 3.60270, -4.60002], [0.49225, 1.85608, -4.34648], [-1.66271, 4.50674, -1.95170], [-0.59526, 5.12613, -3.22322]], "forces_ev_per_angstrom": [[0.10, -0.22, -0.08], [0.36, -0.13, -0.18], [-0.20, -0.01, 0.04], [0.02, 0.00, -0.01], [0.01, -0.02, -0.01], [-0.03, 0.01, 0.00], [0.03, -0.02, -0.01], [0.01, 0.11, 0.10], [0.09, -0.04, -0.03], [-0.12, 0.05, 0.07], [0.06, -0.04, -0.11], [-0.13, -0.08, 0.05], [-0.20, 0.37, 0.34], [0.12, 0.06, -0.11], [-0.02, 0.03, 0.01], [0.00, -0.02, -0.01], [-0.01, 0.01, 0.00], [0.00, -0.01, 0.00], [-0.03, 0.00, 0.00], [0.01, -0.01, 0.00], [0.00, 0.00, 0.00], [0.00, 0.00, 0.00], [0.00, -0.01, 0.00], [0.02, -0.01, -0.01], [0.00, 0.00, 0.00], [0.00, 0.00, 0.00], [0.00, 0.00, 0.00], [0.00, 0.00, 0.00], [0.01, 0.00, 0.00], [0.03, 0.01, -0.02], [-0.06, 0.01, 0.01], [-0.02, 0.00, 0.00], [0.04, 0.05, 0.01], [0.00, 0.00, 0.00], [-0.01, 0.00, 0.00], [0.00, 0.00, 0.00], [0.00, 0.01, 0.00], [-0.04, -0.04, -0.01], [-0.03, 0.10, -0.08], [0.00, -0.03, 0.04], [0.00, -0.02, 0.00], [-0.01, 0.00, 0.00], [0.00, 0.00, 0.00], [0.02, 0.01, 0.01], [0.00, 0.00, 0.00], [0.00, -0.01, 0.01], [-0.01, -0.01, -0.01], [0.00, 0.00, 0.01], [0.00, 0.00, 0.01], [0.00, 0.00, 0.00], [0.00, 0.00, 0.00], [0.00, 0.00, 0.01], [0.01, 0.03, 0.01], [-0.02, 0.01, -0.01], [-0.01, 0.00, 0.00], [0.00, -0.01, -0.01], [0.00, 0.00, 0.00], [0.04, 0.01, -0.02], [0.02, -0.01, 0.00], [0.00, -0.01, 0.00], [0.01, 0.03, 0.02], [0.01, 0.01, 0.04], [-0.05, -0.16, -0.03], [-0.01, 0.02, -0.02], [-0.01, 0.00, -0.01], [0.00, -0.01, 0.00], [-0.01, 0.00, -0.01], [-0.01, -0.01, 0.00], [-0.01, 0.00, 0.01], [0.00, 0.00, 0.00], [0.00, 0.00, 0.00], [0.01, -0.01, -0.01], [-0.01, -0.01, -0.01], [0.01, -0.01, 0.01], [0.01, 0.00, 0.01], [0.00, 0.00, 0.00], [0.00, 0.00, 0.00], [0.00, 0.00, 0.00], [0.00, 0.00, 0.00]], "lowdin_spin": [1.539, 0.077, 0.012, 0.010, 0.020, 0.011, 0.017, 0.014, 0.077, -0.003, -0.001, 0.007, 0.067, 0.000, 0.001, 0.000, 0.002, 0.000, 0.001, 0.000, 0.001, 0.000, 0.000, 0.001, 0.000, 0.000, 0.000, 0.000, 0.000, 0.010, 0.036, 0.005, 0.000, -0.001, 0.000, 0.000, 0.000, 0.003, 0.023, 0.007, 0.000, 0.000, 0.000, 0.001, 0.000, 0.000, 0.000, 0.000, 0.000, 0.000, 0.000, 0.000, 0.001, 0.000, 0.000, 0.000, 0.000, 0.008, 0.001, 0.000, 0.001, 0.005, 0.026, 0.008, 0.006, 0.000, 0.000, 0.002, 0.000, 0.000, 0.000, 0.000, 0.001, 0.000, 0.000, 0.000, 0.000, 0.000, 0.000]}

***

Entry 4:
{"formula": "C5H14NO2", "method": "ωB97M-V/def2-TZVPD", "charge": 1, "total_energy_ev": -10990.1988, "e_homo_ev": -13.49, "de_lowest_kcal_mol": 37.0, "orbital_gap_ev": 10.473, "spin_multiplicity": 1, "symbols": ["C", "O", "C", "C", "C", "C", "N", "H", "H", "H", "H", "H", "H", "H", "H", "H", "H", "H", "H", "H", "H", "O"], "coordinates": [[0.57148, -0.12622, -0.61322], [0.30495, -0.82333, -1.81286], [-0.75196, 0.55387, -0.18242], [-0.60467, 1.64141, 0.84848], [0.19514, 1.08223, 2.01651], [-0.29896, 0.38036, 3.01124], [-1.42018, 0.85442, -1.49523], [0.88585, -0.77016, 0.20235], [1.34132, 0.63331, -0.82739], [0.87456, -1.61261, -1.88027], [-1.34594, -0.26579, 0.24227], [-1.53585, 2.06518, 1.22198], [-0.01675, 2.45749, 0.43073], [1.23209, 1.32299, 1.93065], [-1.36467, 0.13327, 3.07157], [0.31175, -0.19444, 3.69683], [-1.19563, 0.03662, -2.08690], [-2.42094, 1.02949, -1.43601], [-0.99199, 1.67708, -1.91839], [1.77095, -3.70775, -2.09625], [2.54698, -3.37119, -0.85349], [1.91246, -2.99625, -1.47019]], "forces_ev_per_angstrom": [[0.13, 0.77, -0.21], [-0.10, -0.30, 0.03], [-0.03, -1.91, 0.07], [0.35, 0.55, 0.31], [-0.25, 0.50, -0.63], [-0.68, -1.21, -0.02], [-0.20, 1.06, 0.28], [0.18, -0.10, -0.05], [-0.07, -0.10, 0.32], [0.04, 0.07, 0.26], [-0.13, 0.23, -0.07], [-0.27, -0.20, -0.28], [-0.07, 0.23, -0.14], [0.71, -0.24, 0.25], [0.24, 0.30, -0.05], [0.18, 0.55, 0.24], [-0.01, -0.06, -0.12], [-0.05, -0.11, 0.11], [0.02, 0.07, -0.18], [-0.11, -0.19, -0.29], [0.10, 0.20, 0.20], [0.01, -0.12, -0.02]], "lowdin_charge": [-0.186, -0.082, -0.277, -0.152, -0.186, 0.035, 0.222, 0.132, 0.144, 0.063, 0.165, 0.127, 0.121, 0.103, 0.080, 0.072, 0.145, 0.178, 0.177, 0.069, 0.073, -0.021]}

***

Entry 5:
{"formula": "C3H3NO2", "method": "ωB97M-V/def2-TZVPD", "total_energy_ev": -8743.0019, "e_homo_ev": -11.50, "smiles": "N#CCOC=O", "de_lowest_kcal_mol": 49.1, "orbital_gap_ev": 11.589, "spin_multiplicity": 1, "symbols": ["N", "C", "C", "O", "C", "O", "H", "H", "H"], "coordinates": [[-2.37716, 1.10952, -0.22231], [-1.44584, 0.70088, 0.32395], [-0.62893, -0.49443, -0.02019], [0.49688, -0.07682, -0.76429], [1.57046, 0.21720, -0.01182], [1.63868, 0.05769, 1.17540], [-1.23276, -1.10105, -0.70234], [-0.37850, -1.02969, 0.88188], [2.35717, 0.61670, -0.66026]], "forces_ev_per_angstrom": [[-0.39, 1.43, 1.02], [-1.08, -0.89, -1.87], [0.19, -0.38, 0.40], [0.34, -0.10, 0.10], [0.24, -0.06, 0.40], [0.05, 0.21, -0.49], [0.20, 0.15, 0.33], [0.38, -0.33, 0.03], [0.07, -0.04, 0.09]], "lowdin_charge": [0.176, -0.134, -0.187, -0.016, -0.328, 0.088, 0.137, 0.113, 0.151]}

***

Entry 6:
{"formula": "C31H25N3O4Pb", "method": "ωB97M-V/def2-TZVPD", "total_energy_ev": -50458.6943, "e_homo_ev": -7.48, "de_lowest_kcal_mol": 29.2, "orbital_gap_ev": 5.944, "spin_multiplicity": 1, "symbols": ["Pb", "O", "C", "O", "C", "C", "C", "N", "C", "C", "C", "O", "O", "H", "H", "H", "C", "C", "C", "C", "C", "C", "C", "C", "C", "C", "C", "C", "C", "C", "C", "N", "H", "H", "H", "H", "H", "H", "H", "H", "H", "H", "C", "N", "C", "C", "C", "C", "C", "C", "C", "C", "H", "H", "H", "H", "H", "H", "H", "H", "H", "H", "H", "H"], "coordinates": [[-0.89533, 0.16280, -0.36436], [-0.24483, 2.48063, 6.59315], [0.73505, 2.42568, 5.85386], [1.95576, 2.58435, 5.96463], [0.33733, 2.02405, 4.32905], [1.19882, 2.32969, 3.28332], [0.87269, 1.90307, 2.01161], [-0.24316, 1.20580, 1.77676], [-1.10364, 0.96740, 2.75244], [-0.85149, 1.36613, 4.06139], [-2.44317, 0.27833, 2.40593], [-3.25088, 0.13985, 3.29685], [-2.56495, -0.05597, 1.17255], [2.12266, 2.86152, 3.46513], [1.51653, 2.11311, 1.16388], [-1.58165, 1.15234, 4.82709], [-2.65397, -1.92166, -3.95926], [-1.99928, -3.14787, -3.94525], [-1.16004, -3.48572, -2.89359], [-0.97157, -2.59456, -1.83557], [-1.60652, -1.37700, -1.88610], [-2.43643, -1.01630, -2.92543], [-0.13080, -2.89416, -0.64850], [0.19045, -4.22463, -0.28936], [0.92302, -4.46052, 0.83645], [1.34235, -3.38364, 1.64665], [2.04905, -3.55283, 2.85708], [2.37125, -2.47006, 3.62584], [2.01479, -1.17184, 3.21017], [1.35475, -0.97935, 2.02984], [0.98587, -2.07789, 1.22401], [0.27703, -1.87038, 0.08218], [-3.31816, -1.66130, -4.77263], [-2.13797, -3.84251, -4.76300], [-0.63299, -4.42906, -2.92356], [-2.91638, -0.04391, -2.94719], [-0.17075, -5.04729, -0.88573], [1.17189, -5.47241, 1.13194], [2.30967, -4.55566, 3.17163], [2.88995, -2.60177, 4.56547], [2.25362, -0.32357, 3.83853], [1.06767, 0.01022, 1.70297], [2.46358, 0.24702, -1.14458], [1.21564, 0.71789, -1.74917], [1.02384, 0.09793, -3.06157], [1.19228, 2.17689, -1.86237], [-0.20046, 2.73106, -2.06426], [-0.39247, 3.86117, -2.85142], [-1.64946, 4.43850, -2.95539], [-2.72499, 3.89589, -2.26930], [-2.54392, 2.75716, -1.49275], [-1.29015, 2.17701, -1.40898], [3.33924, 0.53876, -1.73645], [2.43665, -0.83972, -1.06971], [2.57292, 0.65572, -0.13995], [1.85733, 0.33168, -3.73469], [0.09642, 0.45784, -3.50532], [0.95936, -0.98381, -2.95181], [1.85437, 2.51398, -2.66986], [1.58753, 2.58902, -0.92983], [0.44845, 4.29127, -3.38382], [-1.78378, 5.32124, -3.56641], [-3.70493, 4.34911, -2.33702], [-3.38371, 2.33131, -0.95621]], "forces_ev_per_angstrom": [[-1.76, 0.99, -0.27], [0.16, 0.05, 0.33], [-0.38, -0.37, -1.50], [0.13, 0.09, 0.34], [0.07, 0.30, 1.41], [-0.01, -0.22, -0.70], [0.04, 1.01, 0.48], [-0.80, 0.65, -1.23], [-0.73, -0.13, 0.60], [0.10, -0.06, -0.63], [0.94, 0.53, 0.87], [-0.08, -0.14, -0.40], [0.21, -0.48, -1.47], [-0.02, 0.01, 0.16], [-0.03, -0.06, 0.01], [0.07, 0.09, 0.12], [0.05, 0.02, 0.09], [0.00, 0.05, 0.01], [0.06, -0.07, 0.04], [-0.03, -0.24, -0.05], [0.07, 1.09, 0.83], [-0.12, -0.08, -0.24], [0.10, -0.13, -0.06], [0.06, 0.14, -0.02], [0.04, 0.10, 0.05], [-0.19, 0.10, -0.24], [0.04, 0.04, 0.07], [-0.03, -0.14, 0.06], [0.02, -0.03, -0.05], [0.32, -0.41, -0.37], [0.44, -0.28, 0.78], [0.01, -0.23, 0.17], [0.00, -0.04, -0.03], [0.01, -0.01, 0.01], [-0.01, -0.08, 0.03], [0.02, -0.01, 0.01], [-0.04, 0.02, -0.07], [-0.03, -0.02, 0.00], [0.01, 0.00, 0.00], [0.01, -0.02, 0.00], [0.05, 0.05, -0.01], [0.77, -1.28, 0.19], [0.07, -0.05, 0.06], [0.11, -0.11, 0.20], [-0.04, -0.07, -0.08], [-0.02, 0.15, 0.10], [-0.04, -0.02, -0.06], [0.02, -0.03, 0.00], [0.01, 0.05, 0.00], [0.02, -0.03, 0.01], [-0.15, -0.15, 0.06], [0.42, -0.68, 0.53], [-0.05, 0.02, -0.04], [0.04, 0.03, -0.01], [0.02, -0.01, -0.04], [0.01, 0.07, 0.04], [0.00, -0.01, -0.02], [-0.01, 0.01, -0.01], [0.00, -0.04, 0.00], [0.05, -0.02, -0.05], [0.01, 0.02, 0.01], [-0.01, 0.00, -0.01], [0.00, 0.02, 0.00], [-0.01, 0.00, 0.00]], "lowdin_charge": [1.586, -0.008, -0.685, -0.034, -0.060, 0.011, -0.150, -0.049, -0.167, 0.081, -0.590, 0.096, -0.140, 0.123, 0.099, 0.133, -0.060, -0.063, -0.023, -0.217, -0.204, -0.101, -0.199, 0.018, 0.026, -0.141, -0.020, -0.043, -0.012, -0.022, -0.186, 0.057, 0.109, 0.108, 0.109, 0.103, 0.112, 0.127, 0.118, 0.115, 0.120, 0.034, -0.070, -0.331, -0.065, -0.165, -0.257, -0.036, -0.070, -0.074, -0.104, -0.189, 0.104, 0.087, 0.078, 0.105, 0.095, 0.088, 0.134, 0.119, 0.115, 0.107, 0.108, 0.109]}